# 1
{
  "formula": "C6H12O2",
  "method": "ωB97M-V/def2-TZVPD",
  "spin_multiplicity": 1,
  "energy_ev": -10508.7232,
  "smiles": "C=C(O)/C=C/CC.O",
  "fmax_ev_per_a": 4.34,
  "homo_lumo_gap_ev": 9.115,
  "lumo_ha": 0.0280,
  "de_lowest_kcal_mol": 82.6,
  "elements": ["C", "C", "O", "C", "C", "C", "C", "H", "H", "H", "H", "H", "H", "H", "H", "H", "H", "O", "H", "H"],
  "coordinates": [[0.668, -2.123, 2.043], [-0.461, -1.898, 1.329], [-1.427, -2.786, 1.003], [-0.509, -0.719, 0.472], [-1.107, -0.681, -0.751], [-0.999, 0.547, -1.599], [-1.848, 0.377, -2.819], [1.017, -3.056, 2.497], [1.368, -1.319, 2.222], [-2.301, -2.380, 1.188], [0.023, 0.273, 0.827], [-1.816, -1.378, -1.283], [-1.310, 1.482, -0.909], [0.115, 0.776, -1.880], [-1.810, -0.563, -3.378], [-2.827, 0.758, -2.891], [-1.518, 1.162, -3.585], [4.631, 5.416, 0.823], [3.932, 5.575, 0.160], [5.032, 4.607, 0.378]],
  "mulliken_charge": [-0.8490, 0.2381, -0.5290, -0.2873, -0.1719, -0.0508, -1.3711, 0.2840, 0.2365, 0.3809, 0.2151, 0.3316, 0.2477, 0.2281, 0.3767, 0.3962, 0.3242, -0.6458, 0.3199, 0.3259]
}

# 2
{
  "formula": "C6H12O2",
  "method": "ωB97M-V/def2-TZVPD",
  "spin_multiplicity": 1,
  "energy_ev": -10508.5785,
  "fmax_ev_per_a": 5.85,
  "homo_lumo_gap_ev": 8.954,
  "lumo_ha": 0.0180,
  "de_lowest_kcal_mol": 86.0,
  "elements": ["C", "C", "C", "C", "O", "H", "H", "H", "H", "H", "H", "H", "H", "C", "C", "O", "H", "H", "H", "H"],
  "coordinates": [[1.110, 1.309, -0.513], [0.491, -1.121, -0.944], [0.407, 0.057, 0.005], [0.593, -0.224, 1.425], [2.501, 1.105, -0.738], [2.615, 0.591, -1.545], [0.599, 1.656, -1.418], [1.038, 2.109, 0.222], [0.001, -0.890, -1.893], [0.028, -2.019, -0.537], [1.536, -1.365, -1.142], [1.322, 0.392, 1.945], [0.518, -1.255, 1.754], [-2.187, -0.527, 0.204], [-1.173, 0.560, 0.516], [-1.426, 1.755, 0.433], [-0.636, 0.205, 1.861], [-1.888, -1.487, 0.616], [-2.305, -0.628, -0.876], [-3.144, -0.224, 0.625]],
  "mulliken_charge": [-0.9328, -1.9497, 1.6847, -1.3443, -0.5431, 0.3248, 0.3693, 0.4239, 0.3314, 0.4295, 0.5156, 0.3497, 0.3643, -1.2348, 0.6960, -0.6168, 0.1338, 0.3148, 0.2910, 0.3928]
}

# 3
{
  "formula": "C6H12O3",
  "method": "ωB97M-V/def2-TZVPD",
  "spin_multiplicity": 1,
  "energy_ev": -12558.4419,
  "smiles": "CO[C@H](O)CCC(C)=O",
  "fmax_ev_per_a": 2.25,
  "homo_lumo_gap_ev": 10.624,
  "lumo_ha": 0.0303,
  "de_lowest_kcal_mol": 32.4,
  "elements": ["C", "O", "C", "O", "C", "C", "C", "C", "O", "H", "H", "H", "H", "H", "H", "H", "H", "H", "H", "H", "H"],
  "coordinates": [[-2.178, -0.277, -1.551], [-0.920, 0.353, -1.718], [0.287, -0.433, -1.376], [0.385, -1.315, -2.431], [0.251, -1.175, -0.047], [0.106, -0.204, 1.122], [1.413, 0.480, 1.485], [1.254, 1.767, 2.257], [2.490, 0.038, 1.175], [-2.914, 0.350, -2.054], [-2.159, -1.269, -2.010], [-2.463, -0.373, -0.500], [1.074, 0.337, -1.384], [-0.025, -0.724, -3.152], [-0.557, -1.905, -0.067], [1.194, -1.718, 0.035], [-0.650, 0.552, 0.902], [-0.213, -0.750, 2.015], [0.545, 1.640, 3.073], [2.216, 2.098, 2.641], [0.863, 2.531, 1.585]],
  "mulliken_charge": [-0.6868, -0.4617, 0.3151, -0.5776, -0.8521, -0.6108, 0.8081, -1.3116, -0.5592, 0.2510, 0.3324, 0.2270, 0.2482, 0.3560, 0.3432, 0.4134, 0.3128, 0.4219, 0.3482, 0.3607, 0.3220]
}

# 4
{
  "formula": "C6H12O3",
  "method": "ωB97M-V/def2-TZVPD",
  "spin_multiplicity": 1,
  "energy_ev": -12554.6200,
  "fmax_ev_per_a": 7.34,
  "homo_lumo_gap_ev": 8.218,
  "lumo_ha": 0.0267,
  "de_lowest_kcal_mol": 120.6,
  "elements": ["C", "C", "C", "C", "C", "C", "O", "O", "O", "H", "H", "H", "H", "H", "H", "H", "H", "H", "H", "H", "H"],
  "coordinates": [[0.770, -0.519, 0.556], [-0.069, -0.099, -0.527], [-1.780, -0.515, 0.331], [-2.622, 0.739, 0.218], [2.158, 0.189, -0.694], [2.746, 1.317, -0.347], [0.755, 0.199, 1.684], [0.990, -1.834, 0.734], [-0.046, -0.967, -1.624], [1.291, -0.259, 2.347], [0.800, -2.268, -0.116], [-0.974, -1.071, -1.878], [-0.186, 0.967, -0.687], [-2.237, -1.363, -0.188], [-1.679, -0.823, 1.373], [2.563, -0.502, -1.425], [-2.102, 1.586, 0.675], [-3.589, 0.641, 0.721], [-2.819, 0.992, -0.828], [3.698, 1.639, -0.758], [2.334, 1.952, 0.433]],
  "mulliken_charge": [0.3418, 0.0188, -0.7048, -1.0652, -0.4482, -0.6631, -0.4284, -0.5907, -0.5340, 0.3694, 0.3921, 0.4048, 0.4312, 0.4413, 0.2830, 0.3144, 0.2779, 0.3829, 0.2794, 0.2855, 0.2119]
}

# 5
{
  "formula": "C6H12O4",
  "method": "ωB97M-V/def2-TZVPD",
  "spin_multiplicity": 1,
  "energy_ev": -14602.4042,
  "fmax_ev_per_a": 2.70,
  "homo_lumo_gap_ev": 6.891,
  "lumo_ha": -0.0167,
  "de_lowest_kcal_mol": 110.9,
  "elements": ["C", "C", "C", "O", "O", "O", "H", "H", "H", "H", "H", "H", "C", "C", "C", "O", "H", "H", "H", "H", "H", "H"],
  "coordinates": [[-0.576, 1.158, -0.621], [-0.469, 2.373, 0.284], [-1.356, -0.351, 0.157], [-1.302, -1.253, -0.951], [0.465, 1.040, -1.573], [-2.442, 0.053, 0.605], [-2.050, -1.024, -1.519], [1.313, 1.211, -1.148], [-1.482, 1.260, -1.219], [-1.244, 2.319, 1.049], [-0.608, 3.296, -0.284], [0.512, 2.453, 0.765], [1.788, -1.770, -0.595], [0.790, -0.337, 1.042], [-0.373, -1.141, 1.272], [1.783, -0.577, 0.240], [0.936, 0.584, 1.591], [2.679, -1.673, -1.208], [1.853, -2.654, 0.041], [0.885, -1.787, -1.204], [-0.296, -2.194, 1.023], [-0.807, -0.984, 2.253]],
  "mulliken_charge": [-0.1230, -1.3179, 0.8408, -0.5378, -0.5436, -0.7454, 0.3707, 0.3528, 0.4486, 0.3249, 0.3677, 0.3126, -0.5895, 0.0721, -1.0148, -0.3272, 0.5487, 0.2721, 0.3355, 0.2594, 0.3741, 0.3192]
}

# 6
{
  "formula": "C6H12O4",
  "method": "ωB97M-V/def2-TZVPD",
  "spin_multiplicity": 1,
  "energy_ev": -14606.8179,
  "smiles": "COC(C)=O.COC(C)=O",
  "fmax_ev_per_a": 0.86,
  "homo_lumo_gap_ev": 11.247,
  "lumo_ha": 0.0274,
  "de_lowest_kcal_mol": 9.1,
  "elements": ["C", "O", "C", "C", "O", "H", "H", "H", "H", "H", "H", "C", "O", "C", "C", "O", "H", "H", "H", "H", "H", "H"],
  "coordinates": [[-1.059, 2.473, -1.186], [-1.976, 1.515, -0.652], [-2.000, 0.336, -1.318], [-2.987, -0.606, -0.690], [-1.309, 0.102, -2.286], [-1.135, 3.378, -0.561], [-1.305, 2.743, -2.227], [-0.018, 2.110, -1.154], [-2.714, -0.807, 0.359], [-4.002, -0.174, -0.714], [-3.000, -1.563, -1.240], [1.686, 0.405, 2.373], [2.267, -0.176, 1.203], [1.770, -1.395, 0.882], [2.435, -1.928, -0.355], [0.906, -1.953, 1.524], [2.173, 1.384, 2.523], [1.857, -0.214, 3.270], [0.601, 0.566, 2.258], [2.265, -1.249, -1.207], [3.521, -2.029, -0.195], [2.023, -2.920, -0.608]],
  "mulliken_charge": [-0.5685, -0.3126, 0.7857, -0.9704, -0.5678, 0.2401, 0.2761, 0.2431, 0.2688, 0.3008, 0.3046, -0.5683, -0.3124, 0.7850, -0.9699, -0.5676, 0.2402, 0.2762, 0.2429, 0.2685, 0.3008, 0.3047]
}

# 7
{
  "formula": "C6H12S",
  "method": "ωB97M-V/def2-TZVPD",
  "spin_multiplicity": 1,
  "energy_ev": -17245.3884,
  "smiles": "C=[S@H]1=C[C@H](C)CC1",
  "fmax_ev_per_a": 4.74,
  "homo_lumo_gap_ev": 7.534,
  "lumo_ha": 0.0007,
  "de_lowest_kcal_mol": 143.3,
  "elements": ["C", "S", "C", "C", "C", "C", "C", "H", "H", "H", "H", "H", "H", "H", "H", "H", "H", "H", "H"],
  "coordinates": [[2.798, -0.275, 0.455], [1.397, -0.280, -0.473], [0.301, -1.054, 0.505], [-1.075, -0.369, 0.567], [-2.060, -0.843, -0.581], [-0.721, 1.057, 0.596], [0.305, 1.228, -0.420], [3.772, -0.340, 0.008], [2.573, -0.135, 1.508], [2.003, 0.161, -1.929], [0.236, -2.138, 0.593], [-1.610, -0.615, 1.479], [-1.424, -1.132, -1.406], [-2.770, -0.056, -0.770], [-2.566, -1.744, -0.436], [-0.376, 1.311, 1.625], [-1.715, 1.710, 0.408], [-0.101, 1.359, -1.433], [1.032, 2.155, -0.295]],
  "mulliken_charge": [-0.8482, 0.2169, -0.5738, 0.1650, -1.4187, -0.5482, -0.6731, 0.2742, 0.2889, 0.0918, 0.3175, 0.3834, 0.3200, 0.3353, 0.4367, 0.2517, 0.2655, 0.3912, 0.3240]
}

# 8
{
  "formula": "C6H12S",
  "method": "ωB97M-V/def2-TZVPD",
  "spin_multiplicity": 1,
  "energy_ev": -17244.6052,
  "smiles": "C=[S@@]1(C)=CCCC1",
  "fmax_ev_per_a": 4.01,
  "homo_lumo_gap_ev": [6.587, 6.591],
  "lumo_ha": [-0.0057, -0.0056],
  "de_lowest_kcal_mol": 161.3,
  "elements": ["C", "S", "C", "C", "C", "C", "C", "H", "H", "H", "H", "H", "H", "H", "H", "H", "H", "H", "H"],
  "coordinates": [[1.750, -0.975, 2.027], [0.234, -0.347, 0.722], [0.138, 1.403, 1.358], [0.944, -0.305, -0.765], [0.074, -0.280, -1.971], [-1.218, 0.339, -1.447], [-1.429, -0.346, -0.140], [1.515, -1.181, 3.058], [2.232, -1.914, 1.721], [-0.930, 1.648, 1.398], [0.604, 1.310, 2.316], [0.627, 2.139, 0.644], [1.845, -0.990, -0.777], [0.692, 0.344, -2.629], [-0.161, -1.285, -2.482], [-1.043, 1.451, -1.232], [-2.156, 0.318, -2.027], [-2.231, 0.110, 0.442], [-1.489, -1.437, -0.216]],
  "mulliken_charge": [-0.7681, 0.4464, -1.0656, -0.6946, -0.3129, -0.3908, -0.9306, 0.2992, 0.2627, 0.3358, 0.4833, 0.2233, 0.3159, 0.2801, 0.2027, 0.1804, 0.3472, 0.4233, 0.3620]
}

# 9
{
  "formula": "C6H12S4",
  "method": "ωB97M-V/def2-TZVPD",
  "spin_multiplicity": 1,
  "energy_ev": -49756.4817,
  "smiles": "C1CSCS1.C1CSCS1",
  "fmax_ev_per_a": 3.52,
  "homo_lumo_gap_ev": 9.134,
  "lumo_ha": 0.0228,
  "de_lowest_kcal_mol": 28.1,
  "elements": ["C", "C", "S", "C", "S", "H", "H", "H", "H", "H", "H", "C", "C", "S", "C", "S", "H", "H", "H", "H", "H", "H"],
  "coordinates": [[2.157, -0.906, 2.114], [2.903, 0.360, 2.593], [2.773, 1.676, 1.237], [3.237, 0.302, 0.138], [2.447, -1.264, 0.305], [2.405, -1.727, 2.813], [1.073, -0.701, 2.207], [3.965, 0.135, 2.810], [2.433, 0.705, 3.534], [2.882, 0.833, -0.766], [4.325, 0.134, 0.025], [-2.983, -0.455, -2.566], [-3.908, 0.535, -1.730], [-3.026, 1.134, -0.332], [-1.561, 0.048, -0.471], [-1.209, -0.373, -2.221], [-3.285, -1.516, -2.471], [-3.198, -0.136, -3.604], [-4.860, 0.116, -1.351], [-4.151, 1.431, -2.334], [-0.744, 0.597, 0.035], [-1.674, -0.929, 0.035]],
  "mulliken_charge": [-0.4848, -0.6926, -0.1179, -0.6010, -0.1369, 0.3869, 0.2227, 0.2984, 0.3908, 0.3109, 0.4209, -0.5941, -0.4789, -0.1553, -0.3755, -0.0905, 0.3050, 0.3285, 0.3272, 0.2476, 0.1966, 0.2919]
}

# 10
{
  "formula": "C6H12Si",
  "method": "ωB97M-V/def2-TZVPD",
  "spin_multiplicity": 1,
  "energy_ev": -14290.0353,
  "fmax_ev_per_a": 4.04,
  "homo_lumo_gap_ev": 7.849,
  "lumo_ha": -0.0242,
  "de_lowest_kcal_mol": 95.2,
  "elements": ["C", "C", "C", "C", "C", "C", "Si", "H", "H", "H", "H", "H", "H", "H", "H", "H", "H", "H", "H"],
  "coordinates": [[2.225, -0.983, -0.251], [0.825, -1.257, 0.295], [2.335, 0.555, -0.379], [0.693, -0.084, 1.192], [1.514, 0.877, 0.889], [-3.877, 0.725, -1.003], [-3.421, -0.705, 0.219], [2.967, -1.274, 0.486], [2.583, -1.478, -1.165], [0.110, -1.169, -0.416], [0.726, -2.238, 0.735], [3.325, 1.072, -0.143], [1.970, 0.978, -1.252], [0.193, 0.076, 2.128], [1.979, 1.627, 1.569], [-3.693, 1.679, -0.557], [-3.192, 0.511, -1.793], [-5.015, 0.885, -1.351], [-2.248, 0.205, 0.799]],
  "mulliken_charge": [-0.5701, -0.6566, -0.5585, -0.4036, -0.3037, -0.8906, 0.1479, 0.2494, 0.3491, 0.2593, 0.2950, 0.2454, 0.3077, 0.4814, 0.2950, 0.3056, 0.2538, 0.2626, -0.0691]
}

# 11
{
  "formula": "C6H12Si",
  "method": "ωB97M-V/def2-TZVPD",
  "spin_multiplicity": 1,
  "energy_ev": -14287.2710,
  "fmax_ev_per_a": 3.99,
  "homo_lumo_gap_ev": 8.167,
  "lumo_ha": -0.0237,
  "de_lowest_kcal_mol": 159.0,
  "elements": ["C", "C", "C", "C", "C", "C", "Si", "H", "H", "H", "H", "H", "H", "H", "H", "H", "H", "H", "H"],
  "coordinates": [[-3.658, -0.036, 1.353], [-2.912, 0.178, 0.037], [0.907, 0.304, -1.440], [1.758, 0.028, -0.499], [2.881, -0.953, -0.609], [1.649, 0.732, 0.836], [-1.854, -0.695, 1.380], [-3.907, 0.865, 1.902], [-4.502, -0.717, 1.314], [-3.282, -0.391, -0.808], [-2.724, 1.210, -0.237], [1.197, -0.576, -3.263], [0.062, 0.935, -1.577], [2.787, -1.715, 0.164], [3.837, -0.448, -0.469], [2.866, -1.427, -1.586], [1.463, 0.004, 1.625], [0.843, 1.461, 0.831], [2.588, 1.243, 1.048]],
  "mulliken_charge": [-0.7364, -0.5886, -0.7451, 0.9228, -1.2526, -1.2270, 0.1462, 0.2830, 0.2812, 0.3037, 0.3122, 0.0615, 0.3307, 0.3039, 0.3044, 0.3480, 0.2912, 0.3010, 0.3599]
}

# 12
{
  "formula": "C6H12Si",
  "method": "ωB97M-V/def2-TZVPD",
  "spin_multiplicity": 1,
  "energy_ev": -14289.7795,
  "fmax_ev_per_a": 4.04,
  "homo_lumo_gap_ev": 7.820,
  "lumo_ha": -0.0129,
  "de_lowest_kcal_mol": 101.1,
  "elements": ["C", "C", "C", "C", "C", "C", "Si", "H", "H", "H", "H", "H", "H", "H", "H", "H", "H", "H", "H"],
  "coordinates": [[3.476, -1.344, -1.873], [2.351, -1.686, -1.217], [0.247, -2.745, -0.693], [1.317, -2.620, -1.486], [-3.374, 1.737, 1.314], [-0.529, 2.989, 1.562], [-1.429, 1.318, 0.965], [4.006, -0.435, -1.660], [3.704, -2.002, -2.810], [2.180, -1.203, -0.224], [-0.561, -3.536, -1.009], [-0.282, -1.921, -0.082], [1.380, -3.353, -2.175], [-3.652, 1.038, 2.155], [-3.669, 2.716, 1.658], [-4.016, 1.383, 0.483], [0.016, 2.570, 2.376], [0.184, 3.355, 0.909], [-1.349, 3.739, 1.806]],
  "mulliken_charge": [-0.6690, -0.0258, -0.6069, -0.1560, -1.0658, -0.9936, 0.2692, 0.2809, 0.1897, 0.2309, 0.2263, 0.1423, 0.3755, 0.2792, 0.3380, 0.2955, 0.2823, 0.3580, 0.2492]
}